{
  "formula": "C49H83BrO31PS",
  "method": "wB97M-V/def2-TZVPD",
  "species": ["C", "O", "C", "C", "C", "C", "C", "C", "C", "C", "P", "S", "Br", "C", "O", "C", "O", "C", "C", "O", "H", "H", "H", "H", "H", "H", "H", "H", "H", "H", "H", "H", "H", "H", "H", "H", "H", "H", "H", "H", "H", "H", "H", "H", "H", "H", "H", "H", "H", "C", "C", "C", "O", "C", "O", "O", "H", "H", "H", "H", "H", "H", "C", "C", "C", "O", "C", "O", "O", "H", "H", "H", "H", "H", "H", "C", "C", "C", "O", "C", "O", "O", "H", "H", "H", "H", "H", "H", "C", "C", "C", "O", "C", "O", "O", "H", "H", "H", "H", "H", "H", "C", "C", "C", "O", "C", "O", "O", "H", "H", "H", "H", "H", "H", "C", "C", "C", "O", "C", "O", "O", "H", "H", "H", "H", "H", "H", "C", "C", "C", "O", "C", "O", "O", "H", "H", "H", "H", "H", "H", "C", "C", "C", "O", "C", "O", "O", "H", "H", "H", "H", "H", "H", "C", "C", "C", "O", "C", "O", "O", "H", "H", "H", "H", "H", "H"],
  "positions_angstrom": [[3.925, -0.654, 0.554], [4.788, 0.130, -0.230], [5.618, 0.981, 0.539], [5.052, 2.421, 0.620], [4.178, 2.808, -0.567], [3.274, 3.998, -0.235], [2.045, 3.591, 0.598], [0.763, 3.355, -0.226], [-0.212, 4.532, -0.145], [-1.684, 4.158, -0.288], [-2.442, 3.352, 1.123], [-1.907, 1.396, 1.472], [-1.980, 4.413, 2.930], [-4.275, 3.502, 0.870], [-4.995, 2.398, 1.306], [-5.217, 1.419, 0.288], [-6.394, 1.648, -0.376], [-7.529, 0.937, 0.105], [-8.133, 1.513, 1.386], [-9.497, 1.133, 1.463], [3.482, -1.403, -0.100], [3.121, -0.028, 0.962], [4.448, -1.173, 1.358], [5.678, 0.582, 1.551], [6.619, 0.988, 0.110], [5.902, 3.102, 0.651], [4.500, 2.513, 1.553], [3.601, 1.963, -0.935], [4.823, 3.112, -1.396], [3.850, 4.707, 0.362], [2.993, 4.519, -1.152], [1.886, 4.391, 1.323], [2.297, 2.681, 1.141], [0.309, 2.410, 0.064], [1.068, 3.245, -1.266], [-0.047, 5.106, 0.766], [0.008, 5.208, -0.971], [-1.900, 3.537, -1.162], [-2.271, 5.078, -0.394], [-2.348, 0.894, 0.309], [-4.606, 4.369, 1.440], [-4.454, 3.707, -0.190], [-5.182, 0.441, 0.768], [-4.405, 1.487, -0.440], [-7.298, -0.121, 0.242], [-8.277, 1.009, -0.681], [-8.017, 2.597, 1.388], [-7.662, 1.078, 2.264], [-10.005, 1.652, 0.837], [3.536, 3.895, 7.135], [2.989, 3.950, 5.734], [3.527, 2.890, 4.795], [3.458, 3.550, 3.519], [3.534, 4.883, 3.738], [3.692, 5.695, 2.883], [3.395, 5.158, 5.051], [3.092, 4.670, 7.755], [3.329, 2.927, 7.584], [4.615, 4.060, 7.121], [1.895, 3.936, 5.748], [2.935, 1.979, 4.779], [4.569, 2.641, 5.001], [-4.276, 1.440, -3.389], [-2.904, 1.208, -3.965], [-2.604, -0.208, -4.427], [-1.178, -0.291, -4.204], [-0.851, 0.556, -3.220], [0.191, 0.570, -2.645], [-1.888, 1.388, -2.942], [-4.399, 2.486, -3.100], [-5.041, 1.184, -4.117], [-4.424, 0.825, -2.499], [-2.698, 1.927, -4.761], [-2.831, -0.390, -5.469], [-3.097, -0.965, -3.816], [2.960, -1.568, -3.961], [2.017, -2.677, -4.334], [0.819, -2.820, -3.422], [0.531, -4.222, -3.509], [1.687, -4.862, -3.817], [1.832, -6.039, -3.744], [2.635, -3.976, -4.185], [3.781, -1.492, -4.673], [2.430, -0.617, -3.942], [3.403, -1.747, -2.980], [1.695, -2.581, -5.375], [-0.042, -2.241, -3.742], [1.061, -2.575, -2.384], [10.331, -2.805, 0.084], [8.884, -2.926, 0.486], [7.911, -2.173, -0.398], [6.852, -1.874, 0.537], [7.401, -1.812, 1.768], [6.839, -1.396, 2.733], [8.657, -2.300, 1.764], [10.968, -3.389, 0.747], [10.471, -3.165, -0.936], [10.656, -1.766, 0.144], [8.597, -3.977, 0.573], [7.524, -2.768, -1.214], [8.322, -1.242, -0.794], [2.441, 3.030, 13.596], [3.046, 3.113, 12.219], [2.225, 3.874, 11.197], [2.589, 3.223, 9.970], [2.964, 1.954, 10.273], [3.130, 1.101, 9.464], [3.115, 1.810, 11.604], [3.098, 2.489, 14.275], [2.275, 4.029, 13.999], [1.490, 2.497, 13.563], [4.064, 3.508, 12.270], [2.468, 4.932, 11.146], [1.151, 3.753, 11.352], [2.334, -6.932, 0.032], [0.851, -6.839, 0.279], [0.077, -6.076, -0.772], [-1.017, -5.534, -0.015], [-0.609, -5.411, 1.270], [-1.199, -4.812, 2.110], [0.564, -6.056, 1.457], [2.820, -7.512, 0.815], [2.527, -7.407, -0.929], [2.781, -5.937, 0.032], [0.424, -7.834, 0.431], [-0.293, -6.696, -1.583], [0.653, -5.249, -1.190], [-9.707, -0.383, -6.300], [-8.312, -0.511, -6.854], [-7.903, -1.913, -7.257], [-6.481, -1.889, -7.033], [-6.231, -0.972, -6.087], [-5.183, -0.847, -5.527], [-7.317, -0.216, -5.844], [-9.931, 0.654, -6.055], [-10.436, -0.732, -7.030], [-9.809, -0.970, -5.386], [-8.158, 0.190, -7.678], [-8.113, -2.149, -8.296], [-8.342, -2.675, -6.612], [-11.846, -2.446, 2.205], [-10.971, -3.172, 1.217], [-9.845, -2.347, 0.627], [-9.677, -2.937, -0.668], [-10.866, -3.485, -1.031], [-11.123, -3.870, -2.122], [-11.708, -3.518, 0.027], [-12.615, -3.109, 2.598], [-11.250, -2.074, 3.039], [-12.347, -1.606, 1.724], [-10.587, -4.098, 1.652], [-8.918, -2.413, 1.191], [-10.116, -1.297, 0.499], [6.697, -0.100, -7.381], [7.448, -0.610, -6.179], [7.779, -2.088, -6.202], [7.786, -2.420, -4.807], [6.975, -1.546, -4.168], [6.609, -1.665, -3.044], [6.639, -0.526, -4.988], [6.518, 0.971, -7.299], [7.267, -0.287, -8.291], [5.728, -0.593, -7.460], [8.349, -0.014, -6.007], [8.744, -2.314, -6.646], [7.003, -2.678, -6.696]],
  "homo_energy_ev": -10.2807,
  "total_energy_ev": -205794.83466,
  "charge": 1
}